1.
88
Properties=species:S:1:pos:R:3:mulliken_charge:R:1 method="wB97M-V/def2-TZVPD" s_squared=8.77 orbital_gap_ev="7.6770 / 6.2956" total_energy_ev=-136896.0134 relative_energy_kj_mol=101.2 spin_multiplicity=6
Fe -0.715 0.025 -2.043 0.984
N 1.593 3.581 -2.967 -0.471
C 0.562 2.756 -2.615 0.129
S -0.112 1.692 -3.824 -0.363
N 0.102 2.830 -1.406 -0.906
N -0.973 1.959 -1.254 1.230
C -2.065 2.477 -0.838 -0.689
C -3.315 1.774 -0.672 0.088
C -4.399 2.477 -0.122 -0.487
C -5.632 1.892 0.037 -0.796
C -5.808 0.566 -0.377 -0.491
C -4.767 -0.141 -0.932 -0.340
C -3.498 0.442 -1.092 0.094
O -2.533 -0.284 -1.612 -0.364
H 2.145 3.290 -3.754 0.262
H 2.084 4.020 -2.204 0.252
H -2.052 3.542 -0.606 0.373
H -4.243 3.506 0.184 0.368
H -6.453 2.448 0.469 0.418
H -6.774 0.090 -0.261 0.404
H -4.890 -1.166 -1.258 0.472
C 0.633 -5.046 -0.318 -0.854
N 1.436 -4.067 -1.023 0.342
C 2.726 -4.257 -1.483 -0.589
C 3.113 -3.091 -2.035 -0.664
N 2.073 -2.186 -1.912 0.846
B 2.159 -0.741 -2.454 0.742
N 2.003 -0.725 -3.993 0.468
C 2.979 -0.307 -4.872 -0.719
C 2.465 -0.340 -6.120 -0.390
N 1.160 -0.772 -5.997 0.253
C 0.183 -0.878 -7.063 -0.883
C 0.887 -0.988 -4.693 -0.640
S -0.628 -1.482 -4.080 -0.304
C 1.050 -2.797 -1.286 -0.578
S -0.466 -2.162 -0.830 -0.197
H 1.060 -6.032 -0.490 0.338
H -0.387 -5.019 -0.695 0.352
H 0.621 -4.837 0.751 0.284
H 3.237 -5.196 -1.371 0.459
H 4.041 -2.816 -2.504 0.514
H 3.240 -0.275 -2.192 -0.180
H 1.304 -0.050 -1.892 -0.576
H 3.958 -0.026 -4.528 0.543
H 2.900 -0.104 -7.074 0.450
H 0.616 -0.467 -7.971 0.336
H -0.710 -0.318 -6.792 0.336
H -0.094 -1.919 -7.228 0.303
C 0.284 3.992 2.004 -1.014
Si -0.479 2.566 2.947 0.615
C 0.175 2.640 4.704 -1.082
C -2.346 2.762 3.029 -0.520
Sb -0.021 0.437 1.609 -0.814
Si 2.439 0.031 2.133 0.651
C 2.871 -1.734 1.671 -0.241
C 3.391 1.197 1.018 -0.807
C 2.958 0.332 3.911 -1.104
Si -1.300 -1.213 3.072 0.361
C -1.430 -0.716 4.876 -1.115
C -0.566 -2.935 3.021 -0.696
C -3.010 -1.250 2.310 -0.787
H -0.067 4.945 2.412 0.425
H 0.067 3.957 0.934 0.201
H 1.372 3.967 2.112 0.270
H -0.174 3.562 5.180 0.395
H 1.265 2.650 4.724 0.262
H -0.170 1.800 5.307 0.235
H -2.612 3.809 3.202 0.409
H -2.760 2.177 3.853 0.299
H -2.836 2.432 2.112 -0.177
H 2.728 -1.889 0.599 -0.384
H 2.261 -2.461 2.206 0.122
H 3.922 -1.935 1.902 0.479
H 3.119 1.033 -0.027 -0.028
H 4.469 1.044 1.124 0.403
H 3.169 2.238 1.264 0.248
H 2.284 -0.153 4.621 0.280
H 2.973 1.399 4.138 0.265
H 3.966 -0.059 4.077 0.388
H -0.443 -0.581 5.323 0.235
H -1.949 -1.501 5.435 0.423
H -1.989 0.213 5.005 0.269
H 0.454 -2.958 3.407 0.284
H -0.568 -3.309 1.996 -0.152
H -1.173 -3.603 3.639 0.488
H -3.500 -0.276 2.394 0.224
H -3.647 -1.994 2.798 0.482
H -2.947 -1.498 1.248 0.043

***

2.
12
Properties=species:S:1:pos:R:3:mulliken_charge:R:1 method="wB97M-V/def2-TZVPD" orbital_gap_ev=8.2950 total_energy_ev=-25830.6430 relative_energy_kj_mol=139.4 smiles="C=NOP=S.C"
C -2.310 -2.307 1.996 -0.275
N -2.899 -1.226 1.716 -0.217
O -2.115 -0.213 1.221 -0.082
P -0.857 -0.433 0.166 0.309
S -0.244 1.358 0.056 -0.248
H -1.180 -2.391 1.908 0.179
H -2.857 -3.042 2.405 0.322
C 2.489 1.645 -1.867 -0.877
H 3.191 0.834 -1.950 0.268
H 1.748 1.573 -2.622 0.260
H 3.008 2.597 -2.096 0.278
H 2.025 1.605 -0.932 0.082

***

3.
22
Properties=species:S:1:pos:R:3:mulliken_charge:R:1 method="wB97M-V/def2-TZVPD" orbital_gap_ev="8.7807 / 5.3716" total_energy_ev=-12577.9598 relative_energy_kj_mol=721.5
C 1.513 1.900 0.502 -0.292
C -0.264 -0.675 -0.372 0.093
C 0.883 2.308 -0.526 0.889
C -1.232 -0.973 0.420 0.643
C 2.610 1.779 1.468 -1.034
C -2.315 -2.001 -0.054 -1.306
C -1.304 -0.407 1.829 -0.999
C 0.449 -0.384 -2.673 -0.592
O 0.110 2.544 -1.425 -0.582
O 0.583 -0.861 -1.386 -0.316
H 3.523 2.316 1.038 0.283
H 2.805 0.676 1.622 0.242
H 2.627 2.204 2.523 0.277
H -2.354 -2.764 0.634 0.390
H -2.062 -2.450 -1.006 0.316
H -3.217 -1.413 -0.261 0.320
H -0.427 0.326 1.864 0.160
H -1.068 -1.128 2.511 0.365
H -2.236 0.067 2.061 0.338
H 0.001 0.537 -2.591 0.364
H -0.186 -1.167 -3.140 0.267
H 1.561 -0.434 -3.037 0.176

***

4.
14
Properties=species:S:1:pos:R:3:mulliken_charge:R:1 method="wB97M-V/def2-TZVPD" orbital_gap_ev=4.3272 total_energy_ev=-13989.5298 relative_energy_kj_mol=0.0 charge=-1
O -1.245 1.600 0.017 -0.628
Mg 0.543 2.292 -0.204 0.037
C -1.626 0.270 -0.044 -0.354
C -0.606 -0.689 0.585 -0.589
H -2.591 0.109 0.484 0.295
H -0.641 -0.491 1.671 0.302
H -0.940 -1.733 0.462 0.305
H -1.814 -0.061 -1.090 0.266
C 0.949 -0.547 -1.022 -0.802
C 1.014 -0.478 0.353 0.316
O 1.885 -0.447 1.294 -0.793
Li 2.944 1.179 0.807 0.174
H 0.210 -0.343 -1.798 0.284
H 1.920 -0.660 -1.516 0.186